{
  "formula": "C11H15BrO",
  "method": "the ωB97M-V functional and the def2-TZVPD basis",
  "homo_ha": -0.281,
  "lumo_ev": -1.88,
  "e_above_lowest_kj_mol": 587.3,
  "fmax_ha_per_bohr": 0.1140,
  "elements": ["C", "C", "C", "C", "C", "C", "C", "C", "C", "C", "C", "O", "Br", "H", "H", "H", "H", "H", "H", "H", "H", "H", "H", "H", "H", "H", "H", "H"],
  "xyz": [[0.1128, -1.0556, -2.0408], [-0.9787, -1.8022, -1.5177], [1.2735, -1.7491, 1.5988], [1.7760, -2.4544, 0.3180], [-0.3261, 2.5004, 1.3590], [0.6821, 1.4050, 1.6057], [-0.1814, -0.8273, -0.6149], [0.7601, -1.4439, 0.2743], [-0.9469, 0.5013, -0.3113], [-0.4103, 1.2917, 0.6004], [-2.5699, 2.0076, -1.0205], [-1.9587, 0.7596, -1.1829], [3.9713, -0.0093, 1.0476], [1.0692, -1.5716, -2.3557], [0.1215, -0.0244, -2.6288], [-2.0509, -1.5405, -1.8301], [-0.9047, -2.8682, -1.4243], [0.7031, -2.2794, 2.3016], [1.8683, -0.9787, 1.9882], [2.7734, -1.9071, 0.0948], [1.8220, -3.5840, -0.0060], [-0.9210, 2.7227, 2.1509], [0.1534, 3.4460, 0.7862], [1.7916, 1.5900, 1.3401], [0.4899, 0.7318, 2.4382], [-1.6752, 2.7044, -1.0273], [-3.1784, 2.1484, -0.0200], [-3.2661, 2.2868, -1.9232]],
  "atomic_forces_ev_per_a": [[3.34, 2.37, -4.19], [-2.78, -0.38, -1.39], [-0.52, -0.65, -2.06], [1.24, -0.31, -0.40], [3.05, 2.69, -2.50], [1.39, -0.27, -0.78], [-0.76, 0.96, 2.08], [-1.27, -1.33, -0.12], [1.82, -0.96, 0.40], [0.10, -0.60, -0.53], [-0.52, 2.54, 0.07], [-0.61, -1.24, 0.18], [0.06, -0.13, -0.20], [-1.18, 0.40, 0.91], [-0.91, -2.48, 1.02], [1.77, 0.15, 1.08], [0.53, -0.26, 0.34], [-1.23, -0.42, 0.76], [1.68, 0.88, 0.57], [-0.65, -0.25, 0.14], [-0.60, 2.48, 0.77], [-2.10, 0.76, 1.86], [-1.33, -2.17, 1.46], [-2.02, -0.68, 0.27], [0.29, 0.46, 0.27], [-1.48, -0.02, 0.16], [1.27, -0.53, -1.86], [1.41, -1.01, 1.70]],
  "mulliken_charge": [-0.540, -0.866, -0.285, -0.702, -0.209, -0.730, 1.836, -0.093, 0.202, -0.023, -0.673, -0.439, -0.689, 0.290, 0.181, 0.204, 0.297, 0.231, 0.094, 0.078, 0.269, 0.299, 0.206, 0.050, 0.251, 0.291, 0.242, 0.226]
}

{
  "formula": "C2H7NOS",
  "method": "the ωB97M-V functional and the def2-TZVPD basis",
  "homo_ha": [-0.293, -0.255],
  "lumo_ev": [0.55, 0.40],
  "e_above_lowest_kj_mol": 509.9,
  "fmax_ha_per_bohr": 0.0284,
  "elements": ["C", "C", "N", "O", "S", "H", "H", "H", "H", "H", "H", "H"],
  "xyz": [[0.4211, -1.3911, -1.2628], [-0.1603, 1.1358, 2.1145], [0.0761, -0.0095, -0.9250], [1.0752, 0.7485, -0.6198], [-1.1508, 0.2654, 1.0896], [1.4851, -1.4159, -1.4928], [0.2365, -2.0386, -0.4079], [-0.1547, -1.7291, -2.1204], [0.3843, 0.5495, 2.8288], [0.0567, 2.1661, 1.9640], [-0.5575, 0.4233, -1.6108], [-1.7118, 1.2956, 0.4425]],
  "atomic_forces_ev_per_a": [[0.09, -0.11, 0.26], [-0.20, -0.78, -0.57], [0.72, 0.56, -1.14], [0.03, 0.09, 0.11], [-0.68, 0.18, 1.10], [-0.06, 0.01, -0.05], [-0.06, -0.10, 0.04], [-0.12, -0.04, -0.01], [0.13, -0.04, 0.17], [0.10, 0.44, -0.14], [0.05, -0.16, 0.28], [-0.01, -0.06, -0.05]],
  "mulliken_charge": [-0.735, -0.559, 0.038, -0.539, -0.055, 0.300, 0.235, 0.302, 0.291, 0.310, 0.264, 0.147]
}

Please write out number 1 again, unchanged.
{
  "formula": "C11H15BrO",
  "method": "the ωB97M-V functional and the def2-TZVPD basis",
  "homo_ha": -0.281,
  "lumo_ev": -1.88,
  "e_above_lowest_kj_mol": 587.3,
  "fmax_ha_per_bohr": 0.1140,
  "elements": ["C", "C", "C", "C", "C", "C", "C", "C", "C", "C", "C", "O", "Br", "H", "H", "H", "H", "H", "H", "H", "H", "H", "H", "H", "H", "H", "H", "H"],
  "xyz": [[0.1128, -1.0556, -2.0408], [-0.9787, -1.8022, -1.5177], [1.2735, -1.7491, 1.5988], [1.7760, -2.4544, 0.3180], [-0.3261, 2.5004, 1.3590], [0.6821, 1.4050, 1.6057], [-0.1814, -0.8273, -0.6149], [0.7601, -1.4439, 0.2743], [-0.9469, 0.5013, -0.3113], [-0.4103, 1.2917, 0.6004], [-2.5699, 2.0076, -1.0205], [-1.9587, 0.7596, -1.1829], [3.9713, -0.0093, 1.0476], [1.0692, -1.5716, -2.3557], [0.1215, -0.0244, -2.6288], [-2.0509, -1.5405, -1.8301], [-0.9047, -2.8682, -1.4243], [0.7031, -2.2794, 2.3016], [1.8683, -0.9787, 1.9882], [2.7734, -1.9071, 0.0948], [1.8220, -3.5840, -0.0060], [-0.9210, 2.7227, 2.1509], [0.1534, 3.4460, 0.7862], [1.7916, 1.5900, 1.3401], [0.4899, 0.7318, 2.4382], [-1.6752, 2.7044, -1.0273], [-3.1784, 2.1484, -0.0200], [-3.2661, 2.2868, -1.9232]],
  "atomic_forces_ev_per_a": [[3.34, 2.37, -4.19], [-2.78, -0.38, -1.39], [-0.52, -0.65, -2.06], [1.24, -0.31, -0.40], [3.05, 2.69, -2.50], [1.39, -0.27, -0.78], [-0.76, 0.96, 2.08], [-1.27, -1.33, -0.12], [1.82, -0.96, 0.40], [0.10, -0.60, -0.53], [-0.52, 2.54, 0.07], [-0.61, -1.24, 0.18], [0.06, -0.13, -0.20], [-1.18, 0.40, 0.91], [-0.91, -2.48, 1.02], [1.77, 0.15, 1.08], [0.53, -0.26, 0.34], [-1.23, -0.42, 0.76], [1.68, 0.88, 0.57], [-0.65, -0.25, 0.14], [-0.60, 2.48, 0.77], [-2.10, 0.76, 1.86], [-1.33, -2.17, 1.46], [-2.02, -0.68, 0.27], [0.29, 0.46, 0.27], [-1.48, -0.02, 0.16], [1.27, -0.53, -1.86], [1.41, -1.01, 1.70]],
  "mulliken_charge": [-0.540, -0.866, -0.285, -0.702, -0.209, -0.730, 1.836, -0.093, 0.202, -0.023, -0.673, -0.439, -0.689, 0.290, 0.181, 0.204, 0.297, 0.231, 0.094, 0.078, 0.269, 0.299, 0.206, 0.050, 0.251, 0.291, 0.242, 0.226]
}

Which formula does entry 1 have? C11H15BrO